Formula: C54H43NNaO2P2S
Source: the Open Molecules 2025 dataset
Level of theory: the ωB97M-V functional and the def2-TZVPD basis

## Properties
- energy above the lowest of the compared OMol25 structures with the same formula, charge and spin (kJ/mol) = 0.0
- strongest force on any atom (eV/A) = 0.52
- spin multiplicity = 1
- total charge = +1
- energy (eV) = -96107.7750
- HOMO-LUMO gap (eV) = 8.12

Each line ends with the Löwdin charge.
Positions of all 104 atoms, in Å:
Na (-0.13, -1.36, -0.40)  0.078
O (-1.06, 1.99, -1.58)  -0.499
S (-0.10, 1.51, -0.55)  0.923
C (1.27, 2.69, -0.61)  -0.307
C (0.83, 3.97, -0.86)  -0.056
C (1.67, 5.09, -0.85)  0.008
C (2.99, 4.89, -0.54)  -0.141
C (4.13, 5.87, -0.41)  -0.093
C (5.36, 5.00, -0.06)  -0.093
C (4.84, 3.58, -0.04)  -0.152
C (5.47, 2.40, 0.18)  -0.003
C (4.71, 1.21, 0.07)  -0.062
C (3.36, 1.17, -0.21)  -0.297
P (2.58, -0.46, -0.49)  1.101
C (3.92, -1.65, -0.18)  -0.392
C (4.75, -2.17, -1.17)  -0.074
C (5.73, -3.11, -0.84)  -0.069
C (5.88, -3.52, 0.47)  -0.076
C (5.05, -3.02, 1.46)  -0.076
C (4.07, -2.09, 1.14)  -0.110
C (2.42, -0.48, -2.31)  -0.371
C (3.14, 0.37, -3.15)  -0.070
C (3.00, 0.28, -4.53)  -0.059
C (2.14, -0.65, -5.09)  -0.068
C (1.41, -1.50, -4.26)  -0.065
C (1.55, -1.41, -2.89)  -0.102
C (2.65, 2.42, -0.37)  -0.144
C (3.46, 3.58, -0.31)  -0.081
C (-0.82, 2.01, 1.04)  -0.277
C (-0.05, 2.66, 1.97)  -0.053
C (-0.59, 3.28, 3.13)  -0.002
C (-1.95, 3.29, 3.26)  -0.146
C (-2.84, 3.94, 4.29)  -0.092
C (-4.28, 3.64, 3.82)  -0.092
C (-4.11, 2.75, 2.61)  -0.146
C (-5.03, 2.14, 1.80)  0.002
C (-4.54, 1.30, 0.77)  -0.063
C (-3.20, 1.11, 0.50)  -0.289
P (-2.74, -0.31, -0.55)  1.112
C (-3.34, -1.73, 0.44)  -0.368
C (-3.69, -1.66, 1.79)  -0.081
C (-3.99, -2.82, 2.50)  -0.082
C (-3.93, -4.06, 1.88)  -0.082
C (-3.58, -4.14, 0.54)  -0.077
C (-3.28, -2.99, -0.17)  -0.118
C (-3.89, -0.26, -1.96)  -0.356
C (-5.12, -0.91, -1.96)  -0.099
C (-5.96, -0.82, -3.07)  -0.074
C (-5.57, -0.08, -4.17)  -0.078
C (-4.34, 0.57, -4.17)  -0.071
C (-3.50, 0.48, -3.07)  -0.083
C (-2.23, 1.87, 1.24)  -0.131
C (-2.74, 2.60, 2.32)  -0.084
H (-0.23, 4.10, -1.07)  0.117
H (1.27, 6.07, -1.06)  0.122
H (3.91, 6.60, 0.37)  0.122
H (4.27, 6.43, -1.33)  0.123
H (5.79, 5.27, 0.91)  0.122
H (6.16, 5.11, -0.79)  0.122
H (6.53, 2.34, 0.40)  0.120
H (5.25, 0.28, 0.18)  0.098
H (4.64, -1.84, -2.20)  0.105
H (6.37, -3.50, -1.62)  0.108
H (6.65, -4.25, 0.72)  0.107
H (5.17, -3.34, 2.49)  0.106
H (3.41, -1.70, 1.91)  0.102
H (3.82, 1.10, -2.73)  0.110
H (3.56, 0.95, -5.17)  0.110
H (2.03, -0.72, -6.16)  0.109
H (0.73, -2.23, -4.69)  0.110
H (0.97, -2.09, -2.27)  0.077
H (1.02, 2.76, 1.80)  0.110
H (0.07, 3.78, 3.83)  0.119
H (-2.65, 5.02, 4.35)  0.122
H (-2.64, 3.53, 5.29)  0.122
H (-4.82, 4.55, 3.56)  0.123
H (-4.87, 3.14, 4.59)  0.121
H (-6.09, 2.25, 1.95)  0.120
H (-5.27, 0.74, 0.20)  0.109
H (-3.75, -0.70, 2.29)  0.103
H (-4.27, -2.75, 3.54)  0.108
H (-4.16, -4.96, 2.43)  0.107
H (-3.53, -5.10, 0.04)  0.110
H (-3.01, -3.06, -1.22)  0.112
H (-5.43, -1.50, -1.11)  0.104
H (-6.91, -1.33, -3.07)  0.106
H (-6.22, -0.01, -5.04)  0.106
H (-4.04, 1.15, -5.04)  0.107
H (-2.55, 0.99, -3.06)  0.083
O (-0.31, -1.44, 1.82)  -0.104
C (-0.26, -2.67, 2.53)  -0.158
C (-0.10, -3.84, 1.59)  -0.247
C (-0.14, -5.12, 2.13)  -0.013
C (0.01, -6.21, 1.29)  -0.041
C (0.20, -5.99, -0.07)  -0.047
C (0.22, -4.68, -0.52)  -0.114
N (0.07, -3.62, 0.29)  0.096
H (-0.47, -0.72, 2.44)  0.108
H (-1.18, -2.82, 3.10)  0.122
H (0.58, -2.68, 3.23)  0.135
H (-0.29, -5.25, 3.19)  0.126
H (-0.02, -7.22, 1.69)  0.116
H (0.32, -6.80, -0.76)  0.111
H (0.36, -4.47, -1.57)  0.109

Formula: C54H45KN12O4
Source: the Open Molecules 2025 dataset
Level of theory: the ωB97M-V functional and the def2-TZVPD basis

## Properties
- energy above the lowest of the compared OMol25 structures with the same formula, charge and spin (kJ/mol) = 24.3
- strongest force on any atom (eV/A) = 0.89
- spin multiplicity = 1
- total charge = -2
- energy (eV) = -99124.6735
- HOMO-LUMO gap (eV) = 3.84

Each line ends with the Löwdin charge.
Positions of all 116 atoms, in Å:
K (-0.14, 1.74, 0.07)  0.700
C (-1.60, -2.26, 4.70)  -0.124
O (-1.05, -1.15, 4.03)  -0.117
C (-1.69, 0.07, 4.25)  -0.220
C (-2.49, 0.30, 5.34)  -0.080
C (-3.12, 1.54, 5.49)  -0.144
C (-2.92, 2.50, 4.52)  -0.102
C (-2.09, 2.31, 3.41)  -0.128
C (-2.04, 3.45, 2.48)  -0.123
N (-1.30, 3.59, 1.46)  -0.075
N (-1.48, 4.77, 0.74)  0.023
C (-0.63, 4.90, -0.26)  -0.544
O (0.33, 4.18, -0.65)  -0.168
C (-0.88, 6.16, -1.07)  -0.137
C (-1.72, 7.19, -0.63)  -0.047
C (-1.91, 8.33, -1.40)  -0.116
C (-1.28, 8.46, -2.64)  -0.138
C (-0.45, 7.43, -3.08)  -0.116
C (-0.26, 6.30, -2.30)  -0.041
C (-1.42, 1.05, 3.23)  -0.331
O (-0.64, 0.74, 2.28)  -0.179
H (-1.15, -3.15, 4.26)  0.072
H (-2.69, -2.30, 4.57)  0.084
H (-1.37, -2.26, 5.77)  0.081
H (-2.65, -0.48, 6.08)  0.088
H (-3.78, 1.72, 6.34)  0.072
H (-3.43, 3.45, 4.61)  0.090
H (-2.72, 4.28, 2.73)  0.100
H (-2.21, 7.07, 0.33)  0.094
H (-2.55, 9.12, -1.04)  0.085
H (-1.43, 9.34, -3.24)  0.081
H (0.04, 7.52, -4.05)  0.084
H (0.39, 5.49, -2.62)  0.101
C (6.22, 1.84, -0.48)  -0.090
N (4.78, 1.73, -0.44)  -0.156
C (3.90, 1.53, -1.43)  -0.141
N (2.72, 1.23, -0.95)  0.098
C (2.93, 1.25, 0.40)  -0.208
N (4.16, 1.56, 0.75)  0.110
C (6.91, 0.50, -0.56)  -0.182
C (8.19, 0.41, -1.10)  -0.048
C (8.87, -0.80, -1.09)  -0.078
C (8.28, -1.93, -0.56)  -0.031
C (7.00, -1.85, -0.02)  -0.130
C (6.31, -0.64, -0.03)  0.050
C (6.41, -3.06, 0.56)  -0.295
N (7.02, -4.14, 0.90)  0.105
N (6.05, -4.99, 1.41)  0.106
C (4.93, -4.35, 1.36)  -0.282
O (5.08, -3.11, 0.83)  0.149
C (3.61, -4.83, 1.75)  -0.136
C (3.52, -5.97, 2.56)  -0.037
C (2.27, -6.45, 2.91)  -0.079
C (1.12, -5.82, 2.45)  -0.039
C (1.20, -4.70, 1.64)  -0.164
C (-0.06, -4.06, 1.11)  -0.078
N (0.20, -2.86, 0.37)  -0.144
C (0.25, -1.59, 0.81)  -0.126
N (0.74, -0.82, -0.13)  0.043
C (0.97, -1.67, -1.15)  -0.230
N (0.67, -2.93, -0.90)  0.102
C (2.46, -4.20, 1.30)  0.052
H (6.50, 2.34, 0.45)  0.133
H (6.51, 2.49, -1.31)  0.126
H (4.16, 1.60, -2.47)  0.130
H (2.18, 1.01, 1.13)  0.092
H (8.66, 1.29, -1.52)  0.109
H (9.86, -0.86, -1.52)  0.100
H (8.80, -2.88, -0.54)  0.109
H (5.32, -0.58, 0.40)  0.120
H (4.43, -6.45, 2.90)  0.107
H (2.19, -7.33, 3.54)  0.099
H (0.15, -6.21, 2.72)  0.115
H (-0.74, -3.81, 1.93)  0.123
H (-0.58, -4.75, 0.45)  0.136
H (-0.12, -1.24, 1.78)  0.114
H (1.34, -1.35, -2.11)  0.100
H (2.54, -3.32, 0.67)  0.116
N (-1.27, 2.83, -6.65)  0.080
C (-1.03, 2.25, -5.40)  -0.340
C (0.24, 2.27, -4.83)  -0.035
C (0.42, 1.68, -3.59)  -0.147
N (-0.55, 1.07, -2.91)  0.065
C (-1.75, 1.04, -3.46)  -0.123
C (-2.04, 1.60, -4.70)  -0.023
H (-0.64, 3.58, -6.87)  0.077
H (-2.23, 3.11, -6.78)  0.079
H (1.07, 2.76, -5.33)  0.098
H (1.39, 1.72, -3.10)  0.080
H (-2.51, 0.53, -2.88)  0.084
H (-3.05, 1.55, -5.10)  0.103
C (-5.67, -4.72, -2.50)  -0.146
C (-5.96, -3.76, -1.53)  -0.113
C (-5.05, -2.78, -1.18)  -0.025
C (-3.78, -2.72, -1.80)  -0.208
C (-3.51, -3.69, -2.77)  -0.071
C (-4.42, -4.67, -3.12)  -0.130
C (-2.74, -1.71, -1.49)  -0.168
C (-2.73, -0.72, -0.58)  -0.051
C (-3.73, -0.42, 0.39)  -0.304
C (-4.71, 0.58, 0.19)  -0.074
C (-5.60, 0.93, 1.19)  -0.128
C (-5.56, 0.33, 2.45)  -0.139
C (-4.58, -0.63, 2.68)  -0.119
C (-3.69, -1.00, 1.69)  -0.063
H (-6.39, -5.48, -2.76)  0.078
H (-6.93, -3.78, -1.04)  0.089
H (-5.30, -2.05, -0.43)  0.098
H (-2.53, -3.67, -3.25)  0.098
H (-4.17, -5.41, -3.87)  0.084
H (-1.87, -1.84, -2.13)  0.058
H (-4.75, 1.09, -0.76)  0.098
H (-6.34, 1.70, 0.99)  0.084
H (-6.23, 0.64, 3.24)  0.076
H (-4.48, -1.08, 3.66)  0.082
H (-2.91, -1.72, 1.90)  0.097

Formula: C54H46BBr2F4N6O5TeZr
Source: the Open Molecules 2025 dataset
Level of theory: the ωB97M-V functional and the def2-TZVPD basis

## Properties
- strongest force on any atom (eV/A) = 2.15
- spin multiplicity = 1
- total charge = -1
- energy (eV) = -236139.8531
- HOMO-LUMO gap (eV) = 4.57

Each line ends with the Löwdin charge.
Positions of all 120 atoms, in Å:
Zr (0.09, -1.46, 0.08)  1.916
C (-1.53, -3.05, -2.59)  -0.096
C (-1.98, -4.60, -0.59)  -0.046
C (-3.15, -5.33, -0.83)  -0.022
C (-3.96, -5.77, 0.19)  -0.073
C (-3.60, -5.48, 1.49)  -0.059
C (-2.48, -4.72, 1.78)  -0.195
C (-2.22, -4.43, 3.24)  -0.044
C (-1.65, -4.24, 0.73)  -0.141
N (-0.60, -3.35, 1.05)  -0.019
C (0.23, -3.66, 2.07)  -0.512
O (0.49, -4.76, 2.52)  0.052
C (0.87, -2.44, 2.70)  -0.172
C (1.82, -2.59, 3.69)  0.029
C (2.40, -1.47, 4.25)  -0.010
C (2.02, -0.22, 3.80)  -0.025
C (1.04, -0.12, 2.82)  -0.182
N (0.45, -1.23, 2.27)  0.043
C (0.53, 1.22, 2.39)  -0.444
O (1.25, 2.34, 2.59)  -0.401
N (-0.66, 1.20, 1.94)  0.178
C (-1.55, 2.23, 1.66)  -0.159
C (-2.79, 2.15, 2.32)  -0.199
C (-2.99, 1.14, 3.40)  -0.040
C (-3.79, 3.05, 1.99)  -0.059
C (-3.60, 4.02, 1.02)  -0.090
C (-2.37, 4.11, 0.40)  -0.055
C (-1.33, 3.24, 0.71)  -0.189
C (-0.01, 3.36, 0.00)  -0.029
H (-1.02, -3.07, -3.55)  0.157
H (-1.18, -2.18, -2.02)  0.071
H (-3.45, -2.24, -2.27)  0.119
H (-3.41, -5.59, -1.85)  0.102
H (-4.85, -6.34, -0.03)  0.098
H (-4.21, -5.85, 2.31)  0.104
H (-3.14, -4.58, 3.81)  0.078
H (-1.86, -3.42, 3.41)  0.069
H (-1.45, -5.11, 3.61)  0.081
H (2.10, -3.59, 3.97)  0.128
H (3.16, -1.57, 5.02)  0.116
H (2.44, 0.68, 4.22)  0.091
H (-2.68, 1.55, 4.37)  0.083
H (-2.39, 0.26, 3.20)  0.054
H (-4.04, 0.85, 3.47)  0.075
H (-4.75, 2.98, 2.50)  0.107
H (-4.40, 4.69, 0.75)  0.096
H (-2.20, 4.87, -0.36)  0.108
H (-0.15, 3.67, -1.04)  0.091
H (0.51, 2.41, 0.01)  0.040
H (0.62, 4.11, 0.50)  0.067
O (1.37, 4.17, -6.21)  0.091
C (2.17, 3.66, -5.23)  -0.494
O (3.27, 4.13, -5.08)  0.092
C (1.60, 2.58, -4.40)  -0.164
C (0.47, 1.84, -4.74)  -0.040
C (-0.07, 0.93, -3.86)  -0.029
C (0.47, 0.72, -2.56)  -0.261
C (1.71, 1.35, -2.32)  -0.022
C (2.24, 2.26, -3.20)  -0.006
N (-0.25, 0.06, -1.58)  -0.084
C (-1.62, 0.23, -1.69)  -0.189
C (-2.51, -0.30, -0.80)  -0.336
C (-3.93, -0.04, -0.89)  -0.071
C (-4.78, -0.54, 0.03)  -0.105
C (-4.24, -1.28, 1.13)  -0.096
C (-2.91, -1.50, 1.19)  -0.181
N (-2.01, -1.09, 0.25)  -0.097
H (0.50, 3.75, -6.19)  0.080
H (0.00, 1.94, -5.71)  0.108
H (-0.92, 0.34, -4.17)  0.108
H (2.25, 1.18, -1.40)  0.077
H (3.15, 2.79, -2.95)  0.119
H (-2.01, 0.92, -2.43)  0.107
H (-4.27, 0.55, -1.73)  0.107
H (-5.84, -0.36, -0.04)  0.092
H (-4.89, -1.65, 1.92)  0.093
H (-2.49, -2.03, 2.03)  0.083
Br (2.89, -4.98, -0.45)  0.824
C (1.14, -5.17, -1.16)  -0.579
C (0.75, -6.49, -1.56)  -0.181
C (-0.30, -6.63, -2.38)  -0.608
Br (-0.67, -8.39, -3.03)  0.732
C (-1.16, -5.53, -2.76)  -0.223
C (-1.98, -5.62, -3.84)  -0.091
C (-3.05, -4.78, -4.31)  -0.105
C (-3.55, -3.64, -3.77)  -0.143
N (-2.93, -2.90, -2.82)  0.042
C (-1.09, -4.33, -1.82)  -0.213
C (0.35, -4.08, -1.34)  -0.360
O (0.72, -2.84, -1.16)  -0.275
H (1.36, -7.32, -1.26)  0.086
H (-1.90, -6.54, -4.41)  0.056
H (-3.59, -5.18, -5.16)  0.085
H (-4.50, -3.26, -4.11)  0.115
F (2.45, -2.20, 0.69)  0.087
B (2.82, -1.11, -0.09)  -1.323
F (1.72, -0.13, 0.24)  -0.117
F (4.01, -0.57, 0.31)  0.160
F (2.70, -1.31, -1.43)  0.199
C (5.54, 8.18, 0.66)  -0.053
C (4.99, 6.84, 1.08)  -0.270
C (5.69, 5.66, 0.83)  -0.015
C (5.15, 4.43, 1.14)  -0.338
C (5.91, 3.17, 0.82)  -0.120
C (3.87, 4.36, 1.71)  -0.405
Te (3.18, 2.34, 1.77)  1.637
C (3.17, 5.53, 2.01)  -0.295
C (1.83, 5.50, 2.68)  -0.052
C (3.75, 6.75, 1.69)  -0.016
H (6.63, 8.15, 0.57)  0.074
H (5.26, 8.95, 1.37)  0.075
H (5.13, 8.45, -0.32)  0.085
H (6.66, 5.71, 0.35)  0.117
H (6.94, 3.40, 0.53)  0.084
H (5.45, 2.63, -0.01)  0.073
H (5.94, 2.50, 1.68)  0.051
H (1.48, 4.48, 2.82)  0.036
H (1.09, 6.05, 2.10)  0.088
H (1.89, 5.97, 3.67)  0.088
H (3.20, 7.66, 1.91)  0.122